This record from OMol25 describes C44H39FeN3O4PS3 as an isolated structure. The level of theory is wB97M-V/def2-TZVPD.

Computed properties:
**HOMO energy (alpha / beta)**: -4.54 / -4.52 eV
**Frontier orbital gap (alpha / beta)**: 7.012 / 6.998 eV
**Multiplicity**: 5
**Net charge**: -1
**Maximum force**: 0.539 eV/Å
**LUMO (alpha / beta)**: 2.48 / 2.47 eV

Geometry (Å):
Fe1 0.178 0.345 -0.042
C1 -1.075 8.255 -1.273
C2 -0.775 6.940 -0.607
C3 0.517 6.428 -0.579
C4 0.790 5.199 0.005
C5 -0.240 4.466 0.569
C6 -1.537 4.958 0.546
C7 -1.797 6.189 -0.032
S1 0.088 2.892 1.321
O1 1.253 2.377 0.584
O2 0.300 3.169 2.731
N1 -1.095 1.947 0.985
C8 -1.957 1.470 2.051
C9 -1.756 -0.026 2.303
O3 -2.463 -0.580 3.147
O4 -0.839 -0.596 1.612
H1 -0.160 8.800 -1.502
H2 -1.696 8.891 -0.639
H3 -1.615 8.105 -2.211
H4 1.324 6.994 -1.032
H5 1.791 4.790 -0.001
H6 -2.337 4.359 0.963
H7 -2.813 6.568 -0.050
H8 -3.010 1.617 1.789
H9 -1.783 1.988 3.000
S2 1.781 0.397 -2.164
C10 0.689 1.662 -2.641
C11 0.872 2.519 -3.738
C12 -0.060 3.500 -3.988
C13 -1.171 3.630 -3.156
C14 -1.282 2.746 -2.101
N2 -0.389 1.795 -1.852
H10 1.749 2.397 -4.359
H11 0.076 4.172 -4.828
H12 -1.918 4.396 -3.311
H13 -2.107 2.798 -1.399
C15 -4.437 -4.162 0.077
C16 -4.427 -3.766 -1.254
C17 -3.389 -2.982 -1.736
C18 -2.348 -2.587 -0.898
C19 -2.370 -2.981 0.439
C20 -3.409 -3.765 0.920
P1 -0.892 -1.610 -1.467
C21 -1.470 -0.991 -3.084
C22 -2.671 -0.286 -3.137
C23 -3.096 0.303 -4.316
C24 -2.314 0.204 -5.460
C25 -1.114 -0.488 -5.415
C26 -0.695 -1.087 -4.234
C27 0.227 -2.987 -1.943
C28 1.533 -2.986 -1.473
C29 2.397 -4.030 -1.781
C30 1.961 -5.081 -2.572
C31 0.656 -5.088 -3.054
C32 -0.202 -4.049 -2.737
H14 -5.252 -4.765 0.459
H15 -5.230 -4.060 -1.918
H16 -3.402 -2.668 -2.773
H17 -1.599 -2.633 1.118
H18 -3.419 -4.037 1.967
H19 -3.274 -0.180 -2.241
H20 -4.026 0.856 -4.335
H21 -2.636 0.677 -6.380
H22 -0.490 -0.554 -6.298
H23 0.258 -1.599 -4.200
H24 1.872 -2.154 -0.870
H25 3.413 -4.014 -1.408
H26 2.634 -5.894 -2.816
H27 0.309 -5.906 -3.673
H28 -1.220 -4.068 -3.107
N3 1.880 -0.716 1.069
S3 1.769 -0.008 2.488
C33 3.416 0.527 2.938
C34 4.162 1.093 1.910
C35 5.418 1.608 2.192
C36 5.919 1.567 3.486
C37 5.158 1.014 4.506
C38 3.900 0.494 4.238
C39 1.422 -1.174 3.789
C40 1.955 -2.455 3.770
C41 1.610 -3.342 4.774
C42 0.734 -2.947 5.780
C43 0.190 -1.673 5.774
C44 0.529 -0.778 4.768
H29 2.657 -1.370 1.042
H30 3.743 1.137 0.912
H31 6.001 2.050 1.395
H32 6.901 1.969 3.701
H33 5.544 0.984 5.517
H34 3.309 0.061 5.034
H35 2.610 -2.759 2.964
H36 2.011 -4.348 4.768
H37 0.456 -3.649 6.557
H38 -0.526 -1.382 6.532
H39 0.077 0.205 4.721

Atomic forces in eV per Å
-0.19 0.11 -0.19
0.00 0.05 -0.03
0.02 -0.01 0.00
0.00 0.02 -0.02
-0.04 -0.02 -0.04
-0.02 0.11 -0.12
0.04 0.02 0.03
-0.05 -0.04 0.02
0.27 -0.30 0.08
0.14 0.14 0.13
-0.06 0.05 -0.03
-0.11 -0.16 0.16
-0.02 0.13 -0.10
-0.04 -0.14 0.06
0.03 0.02 0.02
0.00 0.11 -0.20
0.01 -0.01 0.00
-0.01 -0.01 0.01
0.00 -0.01 0.00
0.00 0.01 0.00
0.01 -0.02 0.01
-0.02 0.00 0.01
0.00 0.01 -0.01
0.01 -0.02 0.02
0.00 -0.02 -0.01
-0.10 0.13 -0.05
0.15 -0.22 0.14
0.05 -0.03 -0.04
-0.02 0.04 -0.01
0.01 -0.02 0.00
-0.07 0.03 0.05
0.06 -0.16 0.12
0.00 0.00 -0.01
0.00 0.01 -0.01
0.00 0.01 -0.01
0.00 0.00 0.00
0.02 0.01 0.00
0.01 0.00 0.04
-0.06 -0.07 -0.07
0.09 0.06 -0.09
0.00 0.03 0.10
-0.02 0.00 0.01
-0.04 -0.10 0.03
0.01 -0.06 0.04
0.00 0.15 0.01
0.04 0.02 -0.03
-0.02 0.01 0.00
-0.01 0.00 0.01
0.03 0.03 -0.03
-0.06 -0.02 -0.04
0.07 0.06 0.06
-0.02 -0.01 -0.03
-0.01 0.00 -0.01
0.04 0.00 0.02
-0.04 -0.01 0.01
0.00 0.00 0.00
0.00 -0.01 0.00
0.02 -0.07 0.05
-0.01 0.02 -0.05
-0.01 -0.01 0.00
0.03 0.00 0.00
-0.01 0.00 -0.01
0.00 0.00 -0.01
0.00 0.00 -0.01
0.00 -0.01 0.01
-0.03 -0.02 -0.02
0.01 0.00 0.00
0.00 -0.01 0.00
0.00 -0.01 0.00
-0.03 0.01 0.00
-0.04 0.36 0.40
-0.17 0.05 -0.36
0.04 -0.02 0.03
0.04 0.04 0.04
-0.03 -0.01 -0.04
0.00 -0.01 0.02
0.03 0.01 0.01
0.04 -0.02 0.00
0.11 -0.16 0.00
-0.05 0.02 0.08
0.03 -0.02 -0.02
-0.01 0.01 -0.01
-0.02 0.00 0.00
-0.03 -0.03 0.01
-0.01 -0.01 -0.16
-0.02 -0.02 -0.02
0.01 0.00 0.00
0.00 0.01 0.00
0.00 0.00 0.00
-0.02 -0.01 0.00
0.02 0.00 -0.01
0.00 0.00 0.00
0.00 -0.01 0.01
0.00 0.01 0.01
0.00 0.01 0.00

Atom charges from the Löwdin analysis, given in e for atoms 1 to 5:
1 Fe 0.51
2 C -0.06
3 C -0.29
4 C -0.04
5 C -0.04